# 1
DFT (the ωB97M-V functional and the def2-TZVPD basis) results for a cluster of 12 separate species, C46H59F11NO34 in total at a distorted geometry.

```
151
C46H59F11NO34 | the OMol25 dataset | the ωB97M-V functional and the def2-TZVPD basis
C 3.0737 0.1977 0.2416
C 3.8463 1.5053 0.6152
C 5.0713 1.5617 -0.3552
C 6.0162 2.7455 -0.0382
C 5.5927 4.1686 -0.4942
C 6.7439 5.1297 -0.0326
C 7.4331 5.6637 -1.3300
C 8.8970 5.7489 -0.8467
O 9.8830 5.8137 -1.8089
C 11.1889 5.6840 -1.2677
C 11.5674 6.7530 -0.2150
C 11.9872 6.1634 1.1547
C 10.9632 6.4209 2.2978
C 9.0115 4.7835 0.3100
N 7.8379 4.5230 0.7125
H 3.0499 0.1590 -0.8436
H 3.7176 -0.6152 0.5703
H 2.0830 0.1603 0.6781
H 3.2353 2.3963 0.4829
H 4.2519 1.4400 1.6230
H 4.7433 1.5119 -1.3904
H 5.6187 0.6414 -0.1370
H 6.1446 2.7166 1.0461
H 6.9550 2.5523 -0.5658
H 4.6793 4.4654 0.0131
H 5.4241 4.2292 -1.5560
H 6.4215 6.0552 0.4416
H 7.2784 5.0686 -2.2259
H 7.1174 6.6537 -1.6426
H 8.9006 6.7277 -0.3308
H 11.8628 5.7890 -2.1111
H 11.3585 4.6646 -0.9024
H 10.8213 7.5359 -0.1032
H 12.4517 7.2556 -0.6017
H 12.9361 6.5881 1.4676
H 12.1560 5.0888 1.0651
H 11.3386 7.0343 3.1056
H 10.0293 6.8008 1.8797
H 10.7081 5.4570 2.7509
H 9.8757 4.3690 0.8012
H 7.7894 3.9148 1.5127
C 0.4262 2.7858 -2.6479
C 0.1893 4.0986 -3.3505
O 1.2531 4.8964 -2.8684
C 2.2693 4.0581 -2.5865
O 3.3736 4.4308 -2.4270
O 1.8640 2.7770 -2.5290
F -0.9701 4.6690 -2.9875
H -0.0223 2.7601 -1.6533
H 0.0717 1.9312 -3.2152
H 0.2387 4.0443 -4.4394
C 0.5312 -4.3324 -1.6937
C 1.1478 -3.3908 -0.6962
O 1.5510 -2.2896 -1.5172
C 0.6862 -2.2617 -2.5616
O 0.5499 -1.3402 -3.2916
O -0.0124 -3.4162 -2.6633
F 2.2530 -3.9300 -0.1233
H 1.2712 -4.9724 -2.1785
H -0.2397 -4.9574 -1.2536
H 0.4664 -3.0442 0.0820
C -3.3275 -2.0479 -0.7461
C -4.2997 -3.1368 -1.0991
O -3.4613 -4.2771 -1.1848
C -2.4274 -4.0536 -0.3381
O -1.6888 -4.8890 0.0423
O -2.3495 -2.7583 0.0223
F -4.8756 -2.9178 -2.3089
H -2.8544 -1.6130 -1.6276
H -3.7786 -1.2523 -0.1630
H -5.0753 -3.3119 -0.3532
C -2.4186 1.4303 2.4469
C -3.6949 2.2037 2.2473
O -3.6840 2.4599 0.8482
C -3.0015 1.4391 0.2755
O -3.0140 1.1900 -0.8765
O -2.2974 0.7342 1.1954
F -3.6703 3.3899 2.9124
H -1.5528 2.0793 2.5875
H -2.4747 0.7374 3.2795
H -4.6031 1.6586 2.5124
C -4.1713 -8.3420 1.3541
C -5.6286 -8.0523 1.1138
O -5.7582 -6.7213 1.5874
C -4.5450 -6.1320 1.4147
O -4.3656 -4.9673 1.4535
O -3.5811 -7.0469 1.1867
F -6.4314 -8.8619 1.8514
H -3.9824 -8.7000 2.3675
H -3.7609 -9.0563 0.6454
H -5.9323 -8.0980 0.0668
C 2.9170 5.2679 2.7774
C 3.7612 5.8045 3.9039
O 3.5340 4.8639 4.9349
C 3.2581 3.6758 4.3241
O 3.2778 2.6337 4.8586
O 2.9684 3.8558 3.0085
F 3.3337 7.0227 4.3126
H 1.8825 5.6095 2.8357
H 3.3157 5.5189 1.7960
H 4.8315 5.8522 3.6843
C -8.1318 -0.3994 4.7471
C -7.6859 0.8739 5.4161
O -6.7150 1.3740 4.5070
C -7.0767 0.9232 3.2710
O -6.6557 1.3535 2.2591
O -7.9825 -0.0730 3.3587
F -7.0857 0.6309 6.6112
H -7.4870 -1.2444 4.9939
H -9.1603 -0.6606 4.9813
H -8.4750 1.6152 5.5507
C -3.5918 1.6274 6.6343
C -3.8542 3.0482 7.0583
O -2.6419 3.7021 6.7114
C -2.1230 3.0223 5.6572
O -1.2734 3.4282 4.9528
O -2.7166 1.8095 5.5125
F -4.0402 3.1416 8.3970
H -3.0796 1.0509 7.4061
H -4.4975 1.1017 6.3449
H -4.6875 3.5279 6.5412
C -0.6824 -2.2974 -6.3784
C -0.9279 -1.3270 -7.5005
O -0.2548 -1.9401 -8.5875
C -0.2883 -3.2800 -8.3553
O -0.0646 -4.1007 -9.1687
O -0.6230 -3.5532 -7.0696
F -0.3574 -0.1193 -7.2509
H 0.2661 -2.1170 -5.8718
H -1.4797 -2.2959 -5.6397
H -1.9798 -1.1851 -7.7551
C -10.5743 -9.3787 2.8196
C -9.7224 -8.2936 2.2165
O -10.6298 -7.2113 2.1054
C -11.5460 -7.3724 3.1033
O -12.2796 -6.5347 3.4718
O -11.4904 -8.6254 3.6211
F -9.2881 -8.6326 0.9743
H -11.1261 -9.9392 2.0633
H -10.0014 -10.0754 3.4265
H -8.8709 -7.9946 2.8306
C -4.0702 -6.0787 -9.1144
C -3.1747 -5.4787 -8.0648
O -3.3651 -6.3437 -6.9588
C -3.6714 -7.5669 -7.4778
O -3.6375 -8.5716 -6.8724
O -4.0145 -7.4717 -8.7874
F -3.5877 -4.2245 -7.7182
H -5.0996 -5.7248 -9.0326
H -3.7141 -5.8962 -10.1252
H -2.1171 -5.4537 -8.3330
```

The value obtained for the HOMO energy is -12.259 eV. For the HOMO-LUMO gap, the calculation gives 8.45 eV. Its charge is +1.

---

# 2
DFT (the ωB97M-V functional and the def2-TZVPD basis) results for a structure of composition C17H18BN7O4Ru at a distorted geometry.

```
48
C17H18BN7O4Ru | the OMol25 dataset | the ωB97M-V functional and the def2-TZVPD basis
H 0.4653 3.1334 -0.1851
N 0.1718 1.7157 -1.6949
B -0.1832 0.4148 -3.8328
N 0.2018 1.7212 -3.0813
C 0.5188 2.9733 -3.4845
Ru -0.2858 0.0419 -0.5688
H 0.6077 3.1640 -4.5355
C 0.6969 3.7609 -2.3544
H 0.9847 4.8099 -2.3153
C 0.4678 2.9559 -1.2561
H -0.0952 0.5596 -5.0010
C -1.2693 -1.5350 0.5215
H -1.2777 -1.5694 1.6437
H -0.4477 -2.2548 0.2486
H -2.1636 -2.0972 0.1259
N -1.6114 0.0151 -3.4139
N 0.7799 -0.6951 -3.3357
N -1.8190 -0.1540 -2.0404
N 0.8300 -0.9755 -1.9738
C -2.7669 -0.1723 -4.0846
C 1.6392 -1.5210 -3.9774
H -2.7550 -0.0849 -5.1593
H 1.7260 -1.4389 -5.0394
C -3.7634 -0.4843 -3.1752
C 2.2582 -2.3280 -3.0223
C -3.1369 -0.4717 -1.9000
C 1.7397 -1.9686 -1.7872
H -4.7875 -0.7196 -3.3560
H 3.0074 -3.0931 -3.1949
H -3.5421 -0.6596 -0.9364
H 1.9368 -2.3141 -0.7800
H -1.6126 -0.2527 0.4019
O 0.0976 2.1638 1.6786
C 0.5918 1.0439 1.8655
O 0.9778 0.2063 0.8884
C 0.7938 0.4890 3.2529
C 1.4334 -0.7467 3.4975
C 1.5164 -1.2603 4.7770
C 0.9624 -0.5195 5.8367
C 0.3328 0.7264 5.6235
C 0.2607 1.2164 4.3332
N 0.9718 -1.0894 7.1374
O 1.5209 -2.2001 7.3163
O 0.4620 -0.4144 8.0611
H 1.8449 -1.2866 2.6461
H 2.0006 -2.2244 4.9842
H -0.0636 1.2441 6.5112
H -0.2180 2.1758 4.1348
```

The value obtained for the HOMO energy (alpha / beta) is -14.868 / -14.782 eV. Its spin multiplicity is 5. For the HOMO-LUMO gap (alpha / beta), the calculation gives 6.71 / 2.95 eV. Its charge is +2.

---

# 3
DFT (the ωB97M-V functional and the def2-TZVPD basis) results for a structure of composition C30H35F3I2InN5S2.

```
78
C30H35F3I2InN5S2 | the OMol25 dataset | the ωB97M-V functional and the def2-TZVPD basis
In 0.7103 0.1544 -0.1863
F 1.8293 5.3897 2.8971
C 2.6004 4.3934 2.4228
F 3.7656 4.4406 3.0826
F 2.8480 4.6597 1.1372
C 1.9094 3.0695 2.6651
C 1.5509 2.8049 3.9785
C 0.8859 1.6303 4.3003
C 0.5564 0.7753 3.2736
N 0.8930 1.0215 2.0060
C 1.6115 2.1164 1.6778
S 2.1497 2.1774 0.0291
H 1.8009 3.5247 4.7480
H 0.6177 1.3941 5.3195
H 0.0123 -0.1438 3.4558
C -1.9599 2.8188 1.9398
C -1.3311 3.5889 0.8051
C -1.0841 4.9485 0.9625
C -0.5520 5.7011 -0.0678
C -0.2633 5.1013 -1.2841
C -0.4716 3.7461 -1.4787
C -0.1258 3.0865 -2.7829
C -0.9966 2.9975 -0.4184
N -1.1508 1.5884 -0.5787
C -2.2867 1.0497 -0.7639
C -3.5526 1.8226 -0.9330
C -2.3458 -0.4534 -0.7786
C -3.6826 -1.0971 -0.9294
N -1.2620 -1.1066 -0.6403
C -1.2584 -2.5279 -0.5250
C -1.5060 -3.1049 0.7272
C -1.8131 -2.2613 1.9355
C -1.5001 -4.4901 0.8244
C -1.2629 -5.2809 -0.2889
C -1.0288 -4.6904 -1.5201
C -1.0206 -3.3082 -1.6594
C -0.8673 -2.6706 -3.0124
H -1.5032 3.1106 2.8856
H -1.8611 1.7404 1.8288
H -3.0244 3.0551 2.0108
H -1.3163 5.4170 1.9114
H -0.3694 6.7581 0.0704
H 0.1365 5.6954 -2.0964
H 0.0529 3.8271 -3.5589
H -0.9146 2.4155 -3.1281
H 0.7868 2.4967 -2.6609
H -3.3466 2.8876 -0.9881
H -4.2274 1.6444 -0.0925
H -4.0769 1.5157 -1.8388
H -4.1459 -0.7806 -1.8654
H -4.3469 -0.7804 -0.1229
H -3.6065 -2.1808 -0.9208
H -1.2897 -1.3037 1.9129
H -1.5360 -2.7892 2.8461
H -2.8855 -2.0563 1.9926
H -1.7060 -4.9537 1.7817
H -1.2766 -6.3596 -0.1978
H -0.8881 -5.3108 -2.3980
H -0.3213 -3.3184 -3.6969
H -0.3556 -1.7083 -2.9540
H -1.8486 -2.4839 -3.4560
I 2.1631 -0.2320 -3.1355
C 4.0483 0.5867 -2.5164
I 5.0641 -0.6519 -1.1156
H 3.8482 1.5419 -2.0476
H 4.6496 0.6825 -3.4117
S 1.7178 -1.8547 1.0765
C 2.1842 -3.2147 0.1557
N 2.3182 -4.4116 0.7072
C 2.8011 -5.4183 -0.2409
C 3.0377 -4.5791 -1.5123
N 2.5256 -3.2591 -1.1235
H 2.0996 -4.6033 1.6698
H 2.0460 -6.1887 -0.3913
H 3.7134 -5.8860 0.1230
H 2.4904 -4.9587 -2.3734
H 4.0951 -4.5135 -1.7674
H 2.6489 -2.4439 -1.7015
```

The value obtained for the HOMO energy is -13.445 eV. For the HOMO-LUMO gap, the calculation gives 7.02 eV. Its charge is +2.

---

# 4
DFT (the ωB97M-V functional and the def2-TZVPD basis) results for the ion C4H11N2 with charge +1 at a distorted geometry.

```
17
C4H11N2 | the OMol25 dataset | the ωB97M-V functional and the def2-TZVPD basis
C 1.8252 0.4116 0.5115
C -0.5650 -0.6987 0.9161
C 2.9718 0.3419 -0.3970
C -2.5286 0.3649 -0.3522
N 0.6310 -0.1777 0.2632
N -1.6973 -0.8047 0.0291
H 1.9363 0.8477 1.4706
H -0.7160 -0.2934 1.8995
H 3.8695 0.0351 0.1215
H 3.2558 1.2711 -0.9220
H 2.6355 -0.1834 -1.2762
H -2.5333 0.9155 -1.3095
H -3.5178 0.0339 -0.3480
H -2.3609 1.2847 0.3055
H 0.5678 -0.5669 -0.7575
H -1.4545 -1.3570 -0.7487
H -2.3197 -1.4245 0.5940
```

The value obtained for the HOMO energy (alpha / beta) is -11.612 / -11.611 eV. The calculation puts the relative energy (zero: lowest compared OMol25 entry of this formula, charge and spin) at 105.03 kcal/mol. For the HOMO-LUMO gap (alpha / beta), the calculation gives 8.16 / 8.16 eV. Its charge is +1.

---

charge of number 3 (C30H35F3I2InN5S2)?
+2

---

What did the fourth record say?
DFT (the ωB97M-V functional and the def2-TZVPD basis) results for the ion C4H11N2 with charge +1 at a distorted geometry.

```
17
C4H11N2 | the OMol25 dataset | the ωB97M-V functional and the def2-TZVPD basis
C 1.8252 0.4116 0.5115
C -0.5650 -0.6987 0.9161
C 2.9718 0.3419 -0.3970
C -2.5286 0.3649 -0.3522
N 0.6310 -0.1777 0.2632
N -1.6973 -0.8047 0.0291
H 1.9363 0.8477 1.4706
H -0.7160 -0.2934 1.8995
H 3.8695 0.0351 0.1215
H 3.2558 1.2711 -0.9220
H 2.6355 -0.1834 -1.2762
H -2.5333 0.9155 -1.3095
H -3.5178 0.0339 -0.3480
H -2.3609 1.2847 0.3055
H 0.5678 -0.5669 -0.7575
H -1.4545 -1.3570 -0.7487
H -2.3197 -1.4245 0.5940
```

The value obtained for the HOMO energy (alpha / beta) is -11.612 / -11.611 eV. The calculation puts the relative energy (zero: lowest compared OMol25 entry of this formula, charge and spin) at 105.03 kcal/mol. For the HOMO-LUMO gap (alpha / beta), the calculation gives 8.16 / 8.16 eV. Its charge is +1.